Entry 1:
The following is a DFT calculation (the ωB97M-V functional and the def2-TZVPD basis) of a structure of composition C22H22AuBrN7O11.

Computed properties:
- Relative energy (zero: lowest compared OMol25 entry of this formula, charge and spin): 0.0 kJ/mol
- Spin multiplicity: 1
- Net charge: +1
- Total energy: -4771.81185 hartree

```
64
Properties=species:S:1:pos:R:3:forces:R:3:lowdin_charge:R:1
Au -0.534 0.482 0.403 0.037 -0.083 -0.172 1.433
O 0.585 -1.898 3.304 0.130 -0.059 0.293 0.147
C 0.675 -1.055 2.461 0.328 0.099 -0.031 -0.540
O -0.002 -1.186 1.312 -0.645 0.105 -0.207 -0.186
C 1.619 0.121 2.577 -0.118 -0.106 0.275 -0.055
C 2.210 0.343 3.817 -0.167 -0.099 -0.231 0.095
C 3.119 1.369 3.962 -0.040 -0.019 -0.127 -0.109
C 3.482 2.173 2.906 -0.039 0.000 -0.249 0.110
C 2.908 1.927 1.669 0.224 0.074 0.390 -0.054
C 1.954 0.931 1.475 -0.125 -0.248 0.042 -0.252
O 1.400 0.776 0.263 -0.166 0.168 0.010 -0.219
N 3.346 2.743 0.542 0.258 -0.084 0.135 -0.336
O 3.388 2.207 -0.548 0.078 0.063 -0.257 0.083
O 3.693 3.871 0.786 -0.023 0.351 -0.073 0.126
N 3.734 1.604 5.275 -0.035 -0.056 0.025 -0.355
O 3.363 0.904 6.189 -0.060 -0.109 0.152 0.107
O 4.567 2.477 5.344 0.179 0.200 0.019 0.106
H 1.958 -0.291 4.656 -0.012 -0.017 -0.033 0.144
H 4.201 2.970 3.035 -0.017 -0.004 -0.022 0.144
O -4.123 -5.251 -1.869 -0.009 -0.038 -0.157 -0.028
C -4.574 -5.054 -0.549 -0.106 -0.108 0.173 -0.233
N -4.104 -3.748 -0.157 0.107 -0.078 -0.040 0.099
C -4.955 -2.740 0.131 0.010 0.103 0.013 -0.431
O -6.152 -2.871 0.261 -0.092 0.004 0.000 0.099
C -4.346 -1.368 0.329 0.069 0.104 0.017 -0.063
C -5.227 -0.303 0.500 0.072 -0.090 -0.002 0.053
C -4.732 0.972 0.700 0.098 0.012 0.017 0.009
C -3.365 1.164 0.710 -0.233 0.099 0.025 -0.076
N -2.526 0.136 0.547 0.162 0.077 -0.116 -0.086
C -2.990 -1.104 0.367 -0.158 -0.291 0.124 -0.031
H -4.518 -6.055 -2.222 0.033 0.007 0.005 0.099
H -4.155 -5.813 0.123 -0.045 0.079 -0.069 0.134
H -5.664 -5.048 -0.471 0.129 0.002 0.024 0.132
H -3.149 -3.549 -0.405 -0.026 -0.013 0.045 0.130
H -6.288 -0.510 0.481 -0.016 -0.012 0.003 0.138
H -5.390 1.816 0.845 -0.007 0.034 0.003 0.127
H -2.919 2.138 0.840 0.009 0.052 -0.025 0.122
H -2.229 -1.870 0.301 -0.007 -0.030 -0.009 0.116
N 3.131 -2.195 -3.713 0.074 -0.108 -0.210 -0.006
C 3.915 -1.469 -2.719 0.196 0.028 -0.038 -0.235
C 2.982 -0.521 -1.986 0.184 0.091 0.101 -0.154
N 1.730 -1.279 -1.702 -0.691 0.300 0.021 0.164
H 3.610 -3.029 -4.030 -0.041 0.012 0.012 0.093
H 2.951 -1.623 -4.531 0.034 -0.034 -0.008 0.097
H 1.730 -2.057 -2.392 0.003 0.001 -0.019 0.135
H 4.750 -0.892 -3.126 -0.010 -0.046 0.013 0.126
H 4.328 -2.194 -2.015 0.006 0.003 -0.029 0.126
H 2.708 0.342 -2.590 0.007 -0.035 -0.016 0.134
H 3.404 -0.150 -1.057 -0.050 0.043 -0.058 0.108
H 1.675 -1.620 -0.743 0.005 0.025 -0.019 0.143
H 0.905 -0.677 -1.877 0.157 -0.076 0.091 0.101
Br -0.532 4.013 -6.827 -0.009 0.002 0.031 0.780
C -0.879 4.069 -4.977 0.022 -0.139 0.063 -0.661
C -1.328 5.247 -4.388 0.052 0.003 -0.301 -0.161
N -1.595 5.349 -3.098 -0.092 0.202 0.135 0.092
C -1.414 4.285 -2.336 0.032 -0.226 0.166 -0.073
C -0.965 3.064 -2.829 0.138 0.067 -0.066 -0.114
C -0.694 2.950 -4.189 -0.088 0.126 -0.010 -0.040
C -0.734 1.899 -1.940 -0.247 0.031 -0.445 -0.558
O -0.983 2.111 -0.682 0.075 0.031 0.726 -0.153
O -0.377 0.807 -2.369 0.410 -0.396 -0.113 0.008
H -1.474 6.136 -4.988 -0.002 0.019 -0.062 0.112
H -1.635 4.402 -1.284 0.021 -0.006 0.060 0.120
H -0.360 2.011 -4.606 0.036 -0.007 0.006 0.117
```
Forces are in eV/Å.

=====

Entry 2:
The following is a DFT calculation (the ωB97M-V functional and the def2-TZVPD basis) of a structure of composition C22H22BCl2GaN5O6S3.

Computed properties:
- Relative energy (zero: lowest compared OMol25 entry of this formula, charge and spin): 1.3 kJ/mol
- Spin multiplicity: 1
- Net charge: -1
- Total energy: -5641.71791 hartree

```
62
Properties=species:S:1:pos:R:3:forces:R:3:lowdin_charge:R:1
Ga 0.414 1.018 -2.328 0.558 -0.044 0.003 -0.023
C 0.049 3.504 0.778 0.245 0.056 0.115 -0.013
N 1.436 3.050 0.685 -0.272 0.106 0.021 -0.110
C 2.542 3.872 0.750 -0.353 -0.067 -0.017 -0.041
C 3.604 3.119 0.403 -0.021 -0.416 -0.136 -0.057
N 3.153 1.842 0.113 0.089 -0.025 0.003 0.026
B 4.202 0.742 -0.365 -0.049 0.002 0.069 -0.421
N 3.469 -0.593 -0.691 0.641 -0.106 -0.001 -0.032
C 3.485 -1.695 0.141 -0.109 0.374 -0.017 -0.056
C 2.766 -2.674 -0.444 -0.214 0.040 -0.291 -0.045
N 2.320 -2.160 -1.649 -0.013 -0.333 -0.177 -0.090
C 1.435 -2.844 -2.590 0.200 0.101 0.037 -0.062
C 2.778 -0.899 -1.795 -0.288 -0.290 0.440 -0.708
S 2.399 0.111 -3.147 0.018 -0.007 -0.008 0.824
C 1.819 1.815 0.283 0.487 0.328 -0.060 -0.603
S 0.702 0.513 -0.007 -0.034 0.365 0.183 0.849
H 0.031 4.410 1.383 0.008 -0.040 0.004 0.091
H -0.556 2.737 1.248 -0.015 -0.092 0.073 0.070
H -0.338 3.713 -0.217 0.013 -0.012 -0.079 0.077
H 2.467 4.915 1.011 -0.036 -0.106 -0.007 0.120
H 4.647 3.377 0.321 -0.108 -0.072 -0.001 0.121
H 4.958 0.511 0.566 -0.131 0.081 -0.161 0.070
H 4.773 1.159 -1.350 -0.111 -0.018 0.202 0.070
H 3.974 -1.666 1.101 -0.004 0.024 -0.148 0.120
H 2.508 -3.666 -0.110 0.066 0.179 -0.135 0.105
H 1.332 -3.876 -2.262 0.048 0.090 -0.054 0.058
H 1.851 -2.810 -3.590 0.135 0.050 -0.076 0.084
H 0.458 -2.364 -2.600 0.036 0.030 -0.008 0.057
Cl -1.091 -0.212 3.302 0.136 -0.101 -0.132 0.726
C -0.611 -1.727 2.577 0.087 0.055 0.054 -0.571
C 0.338 -2.452 3.285 -0.024 0.087 0.020 -0.128
C 0.889 -3.610 2.771 0.014 -0.034 -0.008 -0.104
C 0.486 -4.030 1.512 -0.065 -0.053 0.037 -0.157
C -0.470 -3.319 0.818 -0.051 0.020 0.079 -0.550
Cl -0.911 -3.888 -0.768 -0.332 -0.069 0.308 0.785
C -1.094 -2.152 1.322 -0.246 0.077 -0.081 -0.293
N -2.052 -1.526 0.558 0.317 0.134 0.476 0.090
C -3.079 -0.644 0.990 0.195 -0.449 0.017 -0.215
C -3.779 -0.927 2.162 -0.051 -0.103 0.077 -0.085
C -4.784 -0.094 2.618 0.014 0.039 -0.075 -0.101
C -5.125 1.030 1.873 0.047 -0.100 0.014 -0.096
C -4.461 1.274 0.681 -0.033 0.027 -0.022 -0.038
C -3.433 0.454 0.211 -0.223 0.252 -0.078 -0.132
C -2.784 0.837 -1.099 -0.093 -0.019 -0.025 -0.040
C -2.219 -0.318 -1.906 -0.117 0.231 0.187 -0.601
O -2.907 -1.319 -2.073 0.138 0.003 -0.205 0.038
O -1.011 -0.209 -2.346 0.001 -0.487 -0.437 -0.059
H 0.658 -2.066 4.246 -0.022 -0.020 -0.060 0.097
H 1.633 -4.165 3.330 -0.062 0.045 -0.044 0.101
H 0.904 -4.921 1.056 -0.058 0.037 0.054 0.099
H -2.111 -1.809 -0.413 -0.130 -0.164 0.099 0.055
H -3.508 -1.817 2.723 -0.039 0.091 -0.054 0.111
H -5.302 -0.325 3.544 0.040 0.018 -0.085 0.098
H -5.916 1.696 2.203 0.073 -0.045 -0.019 0.095
H -4.739 2.134 0.079 0.011 -0.051 0.040 0.115
H -2.046 1.624 -0.959 0.099 0.038 0.060 0.091
H -3.563 1.266 -1.729 0.007 0.119 -0.070 0.138
O 0.808 2.936 -2.116 -0.265 0.174 0.003 -0.362
S -0.154 3.305 -3.281 -0.419 -0.026 -0.066 0.378
O -1.485 3.499 -2.712 0.419 0.150 -0.161 -0.335
O -0.110 1.940 -3.995 -0.168 0.138 0.097 -0.331
O 0.350 4.373 -4.101 0.014 -0.213 0.227 -0.304
```
Forces are in eV/Å.

=====

Entry 3:
The following is a DFT calculation (the ωB97M-V functional and the def2-TZVPD basis) of a structure of composition C22H22BLiN2O2S3.

Computed properties:
- Relative energy (zero: lowest compared OMol25 entry of this formula, charge and spin): 0.0 kJ/mol
- Spin multiplicity: 1
- Net charge: -2
- Total energy: -2338.62717 hartree

```
53
Properties=species:S:1:pos:R:3:forces:R:3:lowdin_charge:R:1
Li 1.444 1.500 -0.731 -0.059 -0.034 -0.315 0.549
S 2.993 3.101 -2.605 -0.050 -0.061 -0.049 0.414
C 1.831 2.228 -3.468 0.283 0.283 0.688 -1.216
N 0.945 1.401 -2.941 0.316 0.126 -0.186 -0.035
C 0.163 0.835 -3.909 -0.367 -0.084 -0.560 -0.331
C -0.872 -0.088 -3.724 -0.312 -0.344 -0.271 -0.015
C -1.596 -0.556 -4.825 -0.276 -0.106 0.327 -0.120
C -1.337 -0.096 -6.117 0.037 -0.230 -0.089 -0.152
C -0.316 0.811 -6.328 0.328 0.521 -0.118 -0.136
C 0.425 1.264 -5.234 -0.556 -0.328 -0.585 -0.519
S 1.717 2.400 -5.233 0.128 0.021 0.217 0.940
H -1.112 -0.453 -2.732 0.116 0.111 0.037 0.103
H -2.410 -1.282 -4.672 0.456 0.353 0.008 0.092
H -1.890 -0.460 -6.981 -0.087 -0.018 0.233 0.082
H -0.125 1.201 -7.341 0.017 -0.237 0.585 0.098
S 3.486 0.493 2.740 -0.489 0.297 -0.122 0.811
C 4.185 -0.576 1.518 0.613 0.286 0.512 -0.489
C 3.361 -0.851 0.511 -0.385 -0.365 -0.362 -0.231
C 2.059 -0.210 0.558 -0.521 0.015 0.049 -0.222
C 2.077 0.874 1.616 0.976 -0.908 0.040 -0.467
C 1.269 1.935 1.816 -0.299 0.069 0.052 -0.369
C 1.151 2.637 3.089 -0.845 0.862 -0.429 -0.090
C 0.080 3.464 3.276 0.215 -0.240 0.288 -0.163
C -0.885 3.662 2.242 -0.163 0.646 0.388 -0.189
C -0.569 3.173 0.998 0.891 -0.905 -0.389 -0.242
N 0.455 2.368 0.741 -0.428 0.314 -0.097 -0.022
H 5.206 -0.897 1.648 0.062 -0.185 0.028 0.027
H 3.643 -1.573 -0.258 -0.095 0.212 0.085 0.097
H 1.885 2.502 3.854 0.360 -0.163 0.375 0.052
H -0.063 3.974 4.239 0.150 -0.158 -0.311 0.077
H -1.643 4.430 2.293 -0.196 0.022 0.306 0.042
H -1.172 3.464 0.138 0.039 -0.026 -0.063 0.090
C 0.144 -2.120 3.133 -0.264 -0.367 -0.371 0.002
C -0.492 -2.424 1.760 0.440 -0.404 -0.103 -0.489
C -1.151 -3.792 1.838 -0.081 0.017 0.082 -0.025
O 0.565 -2.425 0.782 0.063 -0.021 0.433 0.097
B 0.788 -1.021 0.635 0.297 0.542 -0.951 -0.638
O -0.466 -0.387 0.659 0.181 -0.074 0.476 0.094
C -1.394 -1.279 1.252 -0.441 0.194 -0.891 -0.497
C -2.160 -0.500 2.289 -0.006 -0.197 0.596 -0.007
C -2.350 -1.746 0.141 -0.314 -0.008 0.678 -0.016
H 0.885 -2.899 3.353 -0.157 0.168 -0.030 0.097
H -0.627 -2.109 3.901 -0.011 -0.026 0.215 0.081
H 0.651 -1.165 3.123 0.175 0.338 0.016 0.084
H -0.426 -4.487 2.270 -0.121 -0.072 -0.108 0.080
H -1.527 -4.198 0.889 0.226 0.316 0.220 0.082
H -1.984 -3.688 2.540 -0.098 -0.249 -0.024 0.083
H -1.472 -0.039 2.998 -0.053 -0.021 0.036 0.093
H -2.868 -1.148 2.820 0.006 0.075 0.058 0.084
H -2.705 0.307 1.815 -0.124 0.143 -0.162 0.085
H -1.815 -2.280 -0.625 0.286 -0.237 -0.354 0.081
H -2.845 -0.884 -0.301 0.103 0.182 -0.052 0.085
H -3.136 -2.392 0.548 0.036 -0.045 -0.039 0.076
```
Forces are in eV/Å.

=====

no.,HOMO-LUMO gap (eV)
1,7.361
2,7.976
3,3.077